C32H46BN6O4 | ωB97M-V with the def2-TZVPD basis set

The geometry in XYZ format:
```
89
Properties=species:S:1:pos:R:3:forces:R:3:mulliken_charge:R:1
B -0.99267 0.60011 -0.38009 -0.059 0.083 -0.039 0.53
H 0.00379 0.94968 -0.15849 4.295 1.411 0.749 -0.40
H -1.64811 1.31897 0.08669 -3.012 2.966 1.624 -0.30
H -1.12430 0.47644 -1.44387 -0.672 -0.348 -4.321 -0.37
H -1.11359 -0.34985 0.11709 -0.604 -4.053 2.044 -0.42
O 4.36016 -6.67956 -1.30773 -0.071 1.500 -0.505 -0.63
C 3.97145 -5.59681 -1.71192 1.847 -2.167 1.013 0.56
O 2.70050 -5.27218 -1.58222 -2.043 -0.181 0.264 -0.33
C 2.38522 -4.02341 -2.18760 0.999 0.888 0.167 -0.32
C 3.57245 -3.81153 -3.07019 0.242 2.890 -1.227 -0.51
C 4.72814 -4.51405 -2.46888 0.207 -1.490 -0.819 -0.40
H 2.40333 -3.24420 -1.42563 -0.501 -0.141 0.240 0.22
H 1.47625 -3.94965 -2.78461 -0.231 -0.746 0.575 0.31
H 3.87506 -2.76570 -3.01748 -0.591 0.347 -0.670 0.26
H 3.33677 -4.06045 -4.10489 0.295 -0.210 0.041 0.31
H 5.43724 -3.85323 -1.97029 -0.369 -0.329 0.680 0.32
H 5.30223 -4.97738 -3.27129 0.183 -0.327 0.267 0.21
O 5.35384 -4.54703 4.91333 -0.769 0.967 -0.489 -0.62
C 4.51085 -3.77160 4.49697 2.487 -2.011 0.036 0.51
O 3.54082 -3.33668 5.26842 0.006 -0.780 1.405 -0.33
C 2.59856 -2.58974 4.56478 -0.375 0.932 -0.327 -0.38
C 2.92778 -2.81103 3.09438 -0.728 0.277 0.455 -0.48
C 4.40360 -3.20649 3.10545 -0.960 0.522 -0.718 -0.34
H 2.75284 -1.56275 4.89580 -0.478 0.200 -0.155 0.27
H 1.60058 -2.95945 4.80026 0.036 0.291 0.216 0.26
H 2.59037 -1.92110 2.56310 0.313 -0.285 -0.497 0.40
H 2.32963 -3.68469 2.83546 0.045 0.097 -0.617 0.22
H 5.08302 -2.36443 2.97349 0.018 0.085 0.210 0.26
H 4.58814 -3.89956 2.28466 0.362 -0.256 0.474 0.23
N 0.04314 1.75595 -5.49136 -0.097 -0.508 -2.148 0.04
C -0.26526 2.96319 -6.01691 -1.131 0.624 -0.470 -0.46
C -0.30869 2.85252 -7.44170 1.041 2.195 2.046 -0.51
C 0.30707 1.64376 -7.77369 -1.217 -1.360 1.405 -0.48
C 0.27214 0.95434 -6.57065 1.941 -1.937 0.616 -0.35
H 0.01267 1.40971 -4.54305 -0.076 0.435 -0.092 0.22
H -0.41781 3.71619 -5.25788 -0.498 0.569 -0.705 0.43
H -0.62199 3.64454 -8.10573 0.314 0.110 0.081 0.37
H 0.69547 1.25688 -8.70421 -0.559 0.016 -0.046 0.36
H 0.51918 -0.05992 -6.29381 0.245 -0.167 -0.585 0.37
N -5.18203 1.76262 -1.72054 -0.994 -1.009 -0.476 0.08
C -5.62406 1.41812 -2.97007 0.178 0.621 -0.786 -0.28
C -6.98978 1.73697 -3.13095 2.999 -0.226 0.021 -0.66
C -7.33053 2.23243 -1.88214 -0.950 0.119 1.814 -0.20
C -6.26325 2.14812 -0.97515 -0.680 0.936 -1.082 -0.66
H -4.23264 1.56311 -1.43951 -0.112 0.048 0.400 0.23
H -4.84095 1.10997 -3.64697 -0.354 -0.153 -0.311 0.39
H -7.52300 1.80443 -4.06771 -0.073 -0.337 0.222 0.36
H -8.33449 2.56966 -1.67062 0.082 0.100 0.411 0.36
H -6.19932 2.48487 0.04901 0.079 -0.152 -0.144 0.38
N -1.23920 5.45342 -0.91981 0.019 1.549 -0.369 0.05
C -0.35297 6.32199 -1.52284 0.956 -1.477 -0.262 -0.57
C -0.65397 7.59069 -1.20882 -0.802 1.389 0.624 -0.33
C -1.82584 7.53763 -0.39729 0.157 0.934 0.225 -0.36
C -2.17167 6.25058 -0.24797 0.048 -2.404 0.160 -0.47
H -1.19784 4.46136 -1.10478 -0.447 0.101 0.446 0.22
H 0.50198 5.92689 -2.05137 -0.129 0.023 -0.123 0.35
H -0.17116 8.53349 -1.41959 0.309 -0.364 -0.330 0.38
H -2.29628 8.36477 0.11353 -0.061 -0.010 -0.195 0.36
H -2.93698 5.77402 0.34665 -0.042 0.142 -0.137 0.39
N -3.19479 -3.73008 0.92396 1.077 0.466 0.239 0.05
C -4.54424 -3.65013 0.94034 -0.522 -0.464 -0.145 -0.47
C -5.00553 -4.92979 1.11718 -0.879 -0.471 -0.049 -0.43
C -3.92348 -5.81051 1.21691 2.070 1.042 0.289 -0.42
C -2.74546 -5.00936 1.13720 -2.079 -0.961 -0.084 -0.49
H -2.61196 -2.92116 0.76249 0.111 -0.136 0.071 0.20
H -5.08934 -2.72810 0.80210 0.255 -0.047 -0.030 0.41
H -6.02099 -5.29371 1.17014 -0.116 0.431 -0.048 0.37
H -4.00783 -6.87094 1.40346 0.262 0.086 -0.048 0.37
H -1.70508 -5.26516 1.27355 -0.117 0.175 -0.241 0.39
N -1.35614 0.00735 4.24255 -0.216 -1.405 -0.395 0.06
C -0.58889 0.74039 5.05470 -0.175 0.807 2.207 -0.60
C -0.93558 0.34492 6.35276 2.280 2.109 0.556 -0.35
C -1.77415 -0.73784 6.33187 -0.889 -0.357 -0.534 -0.40
C -2.03807 -0.90962 5.00777 -0.862 -1.310 -1.401 -0.54
H -1.25099 -0.04445 3.23937 -0.216 0.051 0.005 0.21
H 0.06509 1.54116 4.74249 -0.193 -0.126 -0.151 0.42
H -0.62416 0.82946 7.26634 0.368 0.068 -0.121 0.38
H -2.17283 -1.27710 7.17842 -0.043 0.018 -0.222 0.40
H -2.63113 -1.67964 4.53685 -0.025 0.147 -0.128 0.42
N 3.45766 2.56727 1.58665 0.291 0.609 -1.126 0.05
C 4.44424 2.09796 0.75972 0.458 -0.419 -0.059 -0.58
C 5.65213 2.58121 1.19510 -0.112 0.438 0.662 -0.36
C 5.37727 3.47311 2.28112 -0.753 -0.209 -0.731 -0.23
C 3.99343 3.52133 2.41562 0.768 -0.425 0.836 -0.66
H 2.49467 2.33221 1.39303 -0.035 0.466 0.273 0.23
H 4.20446 1.54957 -0.13926 -0.049 -0.307 0.322 0.42
H 6.66093 2.37393 0.86991 -0.262 -0.143 -0.378 0.37
H 6.15679 4.00104 2.81031 -0.387 0.191 0.140 0.38
H 3.38782 4.12147 3.07854 -0.027 -0.263 0.008 0.37
```
Positions in Å, forces in eV/Å.

Computed properties:
- HOMO-LUMO gap: 0.2945 hartree
- Lowest unoccupied orbital energy: 0.0694 hartree
- Total charge: -1
- Calculated total energy: -1901.15123 Eh